Record 1
Here is a structure of composition C21H24N5NaSi from the Open Molecules 2025 dataset. Energies are from wB97M-V/def2-TZVPD.

Properties
ΔE to the lowest compared entry with this formula, charge and spin = 0.0 kcal/mol
DFT total energy = -1540.2505 a.u.

Structure (ORCA input):
```
! RIJCOSX wB97M-V def2-TZVPD def2/J DEFGRID3
* xyz 0 1
Si -3.988 -0.500 -0.415
Na 1.142 -0.258 -0.472
N 0.561 2.027 0.080
N 4.142 -2.570 1.595
N -1.025 2.570 1.541
N 3.291 -1.247 0.024
N 1.947 0.390 1.708
C 4.426 -2.397 -1.920
C -4.800 -0.629 -2.093
C -1.348 3.246 0.376
C 5.276 -3.439 -2.239
C 4.113 -2.203 -0.577
C -2.201 -0.677 -0.559
C -2.398 4.595 -1.248
C -0.339 2.902 -0.525
C 5.510 -4.095 0.090
C -1.394 4.255 -2.168
C 2.543 -0.765 2.339
C -4.463 1.163 0.311
C 3.336 -1.513 1.300
C 0.731 0.929 2.291
C 5.811 -4.275 -1.247
C -2.394 4.096 0.042
C -0.358 3.408 -1.822
C -0.986 -0.852 -0.688
C 4.654 -3.045 0.397
C 0.108 1.859 1.290
C -4.673 -1.816 0.726
H 6.472 -5.081 -1.537
H -3.179 4.346 0.745
H -1.441 4.660 -3.171
H -3.196 5.257 -1.557
H 4.010 -1.750 -2.681
H -4.400 -2.817 0.381
H -1.556 2.560 2.394
H 5.535 -3.620 -3.274
H -4.439 0.180 -2.734
H -4.116 1.984 -0.322
H -4.023 1.297 1.305
H -4.551 -1.575 -2.580
H -5.889 -0.551 -2.021
H 5.925 -4.740 0.853
H 1.744 -1.419 2.698
H -5.764 -1.761 0.800
H 2.626 1.119 1.533
H 0.879 1.442 3.249
H -5.551 1.238 0.409
H -4.255 -1.685 1.728
H 0.035 0.103 2.465
H 3.177 -0.537 3.205
H 4.321 -2.947 2.509
H 0.412 3.134 -2.531
*
```

Record 2
Here is the ion C5H11NO with charge +1 from the Open Molecules 2025 dataset. Energies are from wB97M-V/def2-TZVPD.

Properties
ΔE to the lowest compared entry with this formula, charge and spin = 62.9 kcal/mol
expectation value of S² = 0.761
DFT total energy = -326.7238 a.u.

Structure (ORCA input):
```
! RIJCOSX wB97M-V def2-TZVPD def2/J DEFGRID3
* xyz 1 2
O -1.747 -1.063 1.223
N -0.341 1.642 -0.195
C 2.111 0.107 -0.751
C 0.002 0.524 0.617
C -1.263 0.039 1.378
C 0.758 -0.481 -0.261
C 0.151 -0.941 -1.589
H -0.344 -0.093 -2.155
H -1.234 1.404 -0.773
H -1.646 0.641 2.247
H 1.962 0.731 -1.652
H -0.572 -1.781 -1.424
H 1.100 -1.274 0.414
H -0.682 2.447 0.362
H 0.943 -1.460 -2.188
H 2.623 0.770 -0.030
H 2.896 -0.644 -0.977
H 0.762 0.785 1.403
*
```

What did the second record say?
Here is the ion C5H11NO with charge +1 from the Open Molecules 2025 dataset. Energies are from wB97M-V/def2-TZVPD.

Properties
ΔE to the lowest compared entry with this formula, charge and spin = 62.9 kcal/mol
expectation value of S² = 0.761
DFT total energy = -326.7238 a.u.

Structure (ORCA input):
```
! RIJCOSX wB97M-V def2-TZVPD def2/J DEFGRID3
* xyz 1 2
O -1.747 -1.063 1.223
N -0.341 1.642 -0.195
C 2.111 0.107 -0.751
C 0.002 0.524 0.617
C -1.263 0.039 1.378
C 0.758 -0.481 -0.261
C 0.151 -0.941 -1.589
H -0.344 -0.093 -2.155
H -1.234 1.404 -0.773
H -1.646 0.641 2.247
H 1.962 0.731 -1.652
H -0.572 -1.781 -1.424
H 1.100 -1.274 0.414
H -0.682 2.447 0.362
H 0.943 -1.460 -2.188
H 2.623 0.770 -0.030
H 2.896 -0.644 -0.977
H 0.762 0.785 1.403
*
```